A gas-phase ion, C4H5ClOP (charge +1). Source: the OMol25 dataset; level of theory: the ωB97M-V functional and the def2-TZVPD basis.

Cartesian coordinates (Å):
C (-2.941, 1.065, 0.963)
C (-1.749, 0.287, 1.084)
P (-0.140, -0.787, 0.858)
C (1.123, 0.351, -0.016)
C (1.653, -0.270, -1.472)
O (2.985, -0.269, -1.699)
Cl (0.389, -0.943, -2.697)
H (-3.797, 1.755, 0.498)
H (-0.484, -1.864, -0.076)
H (0.325, -1.260, 2.136)
H (2.037, 0.568, 0.694)
H (0.599, 1.368, -0.272)

Values from the calculation:
- frontier orbital gap (eV) = 9.649
- 2S+1 = 1
- LUMO level (eV) = -5.157
- total charge = +1

---

C4H5ClS in the gas phase. Source: the OMol25 dataset; level of theory: the ωB97M-V functional and the def2-TZVPD basis.

Cartesian coordinates (Å):
S (-1.776, -2.005, -0.115)
C (-0.806, -0.754, 0.135)
C (-0.858, 0.739, -0.034)
C (0.663, 0.650, -0.367)
C (0.653, -0.605, 0.458)
Cl (1.726, -1.885, -0.116)
H (-1.616, 1.092, -0.753)
H (-0.970, 1.270, 0.945)
H (0.730, 0.392, -1.496)
H (1.382, 1.502, -0.146)
H (0.874, -0.394, 1.491)

Values from the calculation:
- frontier orbital gap (eV) = 8.524
- relative energy (zero: lowest compared OMol25 entry of this formula, charge and spin) (kcal/mol) = 24.6
- 2S+1 = 1
- LUMO level (eV) = -0.404
- total charge = 0
- SMILES = S=C1CC[C@@H]1Cl

---

C4H5ClSi in the gas phase. Source: the OMol25 dataset; level of theory: the ωB97M-V functional and the def2-TZVPD basis.

Cartesian coordinates (Å):
Cl (-2.013, -2.360, 0.652)
Si (-1.302, -0.526, 0.030)
C (0.196, -0.170, 1.134)
C (1.243, 0.386, 0.534)
C (1.122, 0.706, -0.798)
C (-0.401, 0.096, -1.461)
H (-2.316, 0.275, 0.717)
H (0.184, -0.177, 2.176)
H (2.045, 0.636, 1.130)
H (1.802, 1.043, -1.560)
H (-0.560, 0.091, -2.555)

Values from the calculation:
- frontier orbital gap (spin up / spin down) (eV) = 7.283 / 8.266
- relative energy (zero: lowest compared OMol25 entry of this formula, charge and spin) (kcal/mol) = 56.3
- 2S+1 = 1
- LUMO level (spin up / spin down) (eV) = -0.992 / -0.721
- total charge = 0
- SMILES = Cl[SiH]1C=CC=C1

---

A molecular structure, C4H5CsO. Source: the OMol25 dataset; level of theory: the ωB97M-V functional and the def2-TZVPD basis.

Cartesian coordinates (Å):
H (0.643, 0.119, 3.007)
C (-0.655, 4.226, 3.106)
C (0.128, 3.169, 2.740)
C (-0.095, 1.850, 3.206)
C (-0.086, 0.718, 2.315)
O (0.144, 0.784, 1.105)
Cs (0.991, -1.956, -2.366)
H (-1.513, 4.087, 3.768)
H (0.924, 3.321, 2.006)
H (-0.561, 5.193, 2.610)
H (-0.539, 1.689, 4.191)

Values from the calculation:
- frontier orbital gap (spin up / spin down) (eV) = 7.132 / 8.112
- relative energy (zero: lowest compared OMol25 entry of this formula, charge and spin) (kcal/mol) = 0.0
- 2S+1 = 2
- LUMO level (spin up / spin down) (eV) = -3.827 / -3.827
- total charge = +1

---

C4H5F2N in the gas phase. Source: the OMol25 dataset; level of theory: the ωB97M-V functional and the def2-TZVPD basis.

Cartesian coordinates (Å):
C (1.031, 0.897, 0.551)
N (0.012, 0.260, 0.914)
C (-0.769, -0.530, -0.006)
C (-1.440, -0.136, -1.057)
C (-0.940, -2.117, 0.689)
F (0.254, -2.645, 1.020)
F (-1.467, -2.844, -0.306)
H (1.512, 1.325, 1.304)
H (1.414, 0.966, -0.483)
H (-1.153, 0.702, -1.539)
H (-1.948, -1.010, -1.651)
H (-1.520, -1.852, 1.582)

Values from the calculation:
- frontier orbital gap (eV) = 10.521
- relative energy (zero: lowest compared OMol25 entry of this formula, charge and spin) (kcal/mol) = 48.3
- 2S+1 = 1
- LUMO level (eV) = 0.901
- total charge = 0
- SMILES = C=NC(=C)C(F)F

---

2 unconnected molecules or ions with the total composition C4H5F2N4O4P. Source: the OMol25 dataset; level of theory: the ωB97M-V functional and the def2-TZVPD basis.

Cartesian coordinates (Å):
C (0.928, -2.910, -0.675)
C (-0.797, 0.085, -0.197)
C (0.528, 0.373, 0.311)
C (1.648, -0.759, -1.390)
N (0.573, -4.046, -1.291)
N (0.768, -3.871, -2.576)
N (1.121, -2.671, -2.822)
N (1.176, -2.043, -1.637)
O (0.374, -1.133, 3.862)
O (-0.571, -2.084, 1.694)
O (-1.317, 0.294, 2.507)
O (1.072, -0.074, 1.354)
F (1.595, -0.035, -2.577)
F (3.107, -0.829, -1.188)
P (-0.378, -0.910, 2.600)
H (0.786, -2.615, 0.418)
H (-0.979, 0.579, -1.095)
H (-1.390, 0.436, 0.564)
H (-0.961, -1.028, -0.146)
H (0.916, 1.311, 0.003)

Values from the calculation:
- frontier orbital gap (eV) = 7.698
- relative energy (zero: lowest compared OMol25 entry of this formula, charge and spin) (kcal/mol) = 0.0
- 2S+1 = 1
- LUMO level (eV) = 6.419
- total charge = -2

---

C4H5FN2 in the gas phase. Source: the OMol25 dataset; level of theory: the ωB97M-V functional and the def2-TZVPD basis.

Cartesian coordinates (Å):
C (-2.803, -1.106, 0.314)
C (-0.864, 0.180, -0.360)
C (0.959, -1.344, -0.202)
C (1.424, 1.040, 0.241)
N (-1.758, -0.699, -0.109)
N (0.584, -0.069, 0.004)
F (2.219, -1.421, 0.190)
H (-3.469, -1.848, -0.136)
H (-1.241, 1.170, -0.733)
H (1.926, 1.559, -0.729)
H (0.788, 1.843, 0.663)
H (2.236, 0.695, 0.855)

Values from the calculation:
- frontier orbital gap (eV) = 8.523
- relative energy (zero: lowest compared OMol25 entry of this formula, charge and spin) (kcal/mol) = 126.3
- 2S+1 = 1
- LUMO level (eV) = 0.561
- total charge = 0

---

C4H5FN4 in the gas phase. Source: the OMol25 dataset; level of theory: the ωB97M-V functional and the def2-TZVPD basis.

Cartesian coordinates (Å):
C (-3.659, -0.004, 0.176)
C (-1.534, 1.999, -0.305)
C (-1.436, -0.789, 0.391)
C (1.069, -0.381, -0.198)
N (-4.732, 0.115, -0.230)
N (-0.554, 1.323, -0.399)
N (-2.504, -0.078, 0.759)
N (-0.265, 0.133, -0.061)
F (-1.573, -1.676, -0.680)
H (-2.142, 2.829, -0.523)
H (-0.976, -1.363, 1.207)
H (1.320, -0.590, -1.240)
H (1.782, 0.339, 0.211)
H (1.146, -1.304, 0.372)

Values from the calculation:
- frontier orbital gap (spin up / spin down) (eV) = 7.834 / 7.835
- relative energy (zero: lowest compared OMol25 entry of this formula, charge and spin) (kcal/mol) = 50.4
- 2S+1 = 1
- LUMO level (spin up / spin down) (eV) = -0.996 / -0.996
- total charge = 0

---

C4H5FO in the gas phase. Source: the OMol25 dataset; level of theory: the ωB97M-V functional and the def2-TZVPD basis.

Cartesian coordinates (Å):
O (0.752, 1.121, -1.798)
C (0.277, 0.732, -0.775)
C (-1.044, 0.230, -0.329)
C (-0.255, -0.772, 0.596)
C (0.872, 0.284, 0.545)
F (2.029, -0.297, 0.166)
H (-1.395, -0.217, -1.310)
H (-1.614, 0.956, 0.036)
H (-0.497, -1.273, 1.633)
H (0.135, -1.621, -0.327)
H (0.741, 0.857, 1.564)

Values from the calculation:
- frontier orbital gap (eV) = 10.411
- relative energy (zero: lowest compared OMol25 entry of this formula, charge and spin) (kcal/mol) = 52.2
- 2S+1 = 1
- LUMO level (eV) = 0.690
- total charge = 0
- SMILES = O=C1CC[C@H]1F

---

C4H5FO2 in the gas phase. Source: the OMol25 dataset; level of theory: the ωB97M-V functional and the def2-TZVPD basis.

Cartesian coordinates (Å):
C (-0.063, 1.441, -0.044)
C (0.441, 0.039, 0.174)
C (1.621, -0.403, -0.242)
F (1.992, -1.685, -0.088)
O (-0.420, -0.765, 0.887)
C (-1.487, -1.256, 0.263)
O (-1.718, -1.112, -0.913)
H (-0.266, 1.992, 0.891)
H (0.646, 2.000, -0.603)
H (-1.022, 1.401, -0.589)
H (2.371, 0.204, -0.716)
H (-2.096, -1.858, 0.980)

Values from the calculation:
- frontier orbital gap (eV) = 10.648
- relative energy (zero: lowest compared OMol25 entry of this formula, charge and spin) (kcal/mol) = 22.0
- 2S+1 = 1
- LUMO level (eV) = 0.919
- total charge = 0
- SMILES = C/C(=C/F)OC=O

---

| no. | electronic energy (eV) |
| --- | --- |
| 1 | -28073.11230 |
| 2 | -27585.28731 |
| 3 | -24626.21300 |
| 4 | -6815.48522 |
| 5 | -11151.38782 |
| 6 | -33103.27545 |
| 7 | -9921.32567 |
| 8 | -12902.11007 |
| 9 | -8990.76608 |
| 10 | -11040.53310 |